[1]
ORCA calculation (the ωB97M-V functional and the def2-TZVPD basis) on a cluster of 7 separate species, C42H37BNO25 in total.

```
106
Properties=species:S:1:pos:R:3:forces:R:3
C 4.090246 2.237747 -1.670412 0.1228 0.3552 0.1891
C 2.841935 3.112087 -1.923472 0.1452 -0.0594 0.0300
B 2.113514 2.774752 -3.262782 -0.2981 0.3601 0.3397
O 2.798813 2.744314 -4.435018 0.4131 -0.4870 0.4401
C 0.540086 2.459751 -3.294162 -0.5899 -0.1191 -0.3020
C 0.249020 0.926471 -3.328141 0.2842 0.0310 0.0696
C -0.471072 0.592540 -1.992199 0.5593 0.9459 -0.4860
C -0.755320 1.929983 -1.438474 -0.1664 0.2086 0.4014
N -0.213674 2.878818 -2.092969 -0.0379 -0.2040 0.1333
H 4.832063 2.822113 -1.133136 0.1298 -0.0333 0.0508
H 3.859706 1.386859 -1.035410 -0.0872 -0.1943 -0.1012
H 4.557837 1.895094 -2.587947 -0.0083 -0.0585 -0.1178
H 2.193583 3.043465 -1.049535 -0.1478 0.0755 0.0367
H 3.158202 4.158186 -1.964564 0.0057 0.1198 -0.1123
H 2.650853 1.966908 -4.976731 -0.2680 0.2004 -0.5946
H 0.027288 2.958274 -4.116649 0.2372 0.0767 -0.2251
H -0.322609 0.610930 -4.193179 -0.1498 0.1428 -0.0847
H 1.206418 0.413905 -3.379050 -0.0734 -0.3628 0.0275
H -1.404634 0.047682 -2.072072 0.2122 -0.5833 -0.0081
H 0.282847 0.126643 -1.358863 -0.5031 -0.4622 0.4600
H -1.371258 2.164049 -0.575641 0.0494 -0.0632 0.1846
H -0.330814 3.840688 -1.799772 0.0972 0.1337 -0.0973
C 0.209064 3.057697 2.595434 -0.1767 0.0103 -0.1565
C 0.867177 2.744423 3.726342 0.0971 0.0294 -0.2327
C 0.137937 2.530408 5.034518 -0.3442 0.0147 0.1228
O 0.802950 2.229257 6.000548 0.1651 -0.0172 -0.0431
C -1.307035 2.698910 5.053263 0.0561 -0.0363 0.0742
C -1.949937 3.016016 3.923089 0.0044 0.0129 0.2386
C -1.226507 3.199984 2.619141 0.3582 -0.0523 -0.0547
O -1.907026 3.459144 1.634727 -0.0795 -0.0489 -0.2207
O -3.264879 3.190580 3.854960 -0.0280 -0.0184 -0.0624
O 2.172328 2.600555 3.778947 -0.0998 -0.1245 0.1675
H 0.721083 3.211605 1.655346 0.0602 0.0190 0.0304
H -1.819607 2.560524 5.994587 -0.0214 0.0013 -0.0067
H -3.463587 3.424512 2.929423 -0.0053 0.0799 -0.0508
H 2.410084 2.387172 4.708639 0.1226 0.1406 0.0248
C -3.947262 -1.588801 -3.589674 0.2591 0.0123 0.0060
C -5.236440 -1.954888 -3.652421 0.0899 0.1711 -0.0992
C -5.750667 -3.191070 -2.954731 0.1219 -0.2939 0.2266
O -6.940491 -3.422656 -3.050242 -0.0806 0.1615 -0.0790
C -4.809909 -4.012666 -2.224663 -0.1260 -0.1429 -0.1625
C -3.527546 -3.638611 -2.158826 -0.1383 -0.3793 -0.0133
C -3.020578 -2.395544 -2.831518 -0.2188 0.2345 -0.1494
O -1.833382 -2.126473 -2.692576 0.0782 0.0161 0.0597
O -2.604114 -4.329471 -1.502282 0.0802 0.2138 -0.0602
O -6.152178 -1.274379 -4.313450 -0.0578 -0.0330 0.0375
H -3.571100 -0.704159 -4.084947 -0.0450 -0.0019 -0.0386
H -5.181363 -4.907119 -1.745299 0.0264 0.0048 0.0314
H -1.762973 -3.847475 -1.628447 0.1335 -0.1267 -0.0239
H -6.993790 -1.758602 -4.192479 -0.0458 -0.0346 0.0089
C -0.336472 -4.469752 0.885771 -0.2027 0.0805 0.1973
C 0.701219 -4.540995 0.042405 -0.2091 -0.0325 -0.0429
C 2.126373 -4.404913 0.517266 0.1420 0.0185 0.2850
O 3.010839 -4.494397 -0.309999 -0.0491 0.0135 -0.1523
C 2.357157 -4.167573 1.933176 0.0416 0.0217 -0.1068
C 1.315859 -4.091925 2.774641 0.2454 -0.0030 -0.0014
C -0.105588 -4.248000 2.301053 -0.1018 -0.0788 -0.3106
O -0.989656 -4.172607 3.132947 0.0600 0.0762 0.1448
O 1.444787 -3.874797 4.074575 -0.0756 0.0159 0.0271
O 0.534000 -4.726234 -1.260380 0.1004 0.0210 -0.0270
H -1.359477 -4.567816 0.550548 -0.0113 -0.0738 0.0344
H 3.379901 -4.058047 2.264891 -0.0020 -0.0221 0.0274
H 0.541128 -3.875501 4.444004 -0.0468 -0.0236 0.0262
H 1.410810 -4.735271 -1.696778 0.1051 0.1065 -0.1133
C 3.232392 -3.910566 -6.879142 -0.0482 0.0203 -0.1380
C 3.381042 -3.883637 -5.548010 0.1377 0.0137 -0.1714
C 2.255711 -4.239776 -4.614324 -0.4389 -0.1361 -0.1126
O 2.491892 -4.194761 -3.417294 0.1242 0.0550 0.1507
C 0.971714 -4.601312 -5.173498 0.0453 0.0315 0.2062
C 0.819473 -4.628502 -6.506553 -0.1301 -0.0572 0.1690
C 1.951265 -4.293202 -7.446925 0.3800 0.1040 0.0350
O 1.723299 -4.357331 -8.637801 -0.1822 -0.0221 -0.0341
O -0.315717 -4.944906 -7.100981 0.0278 0.0280 -0.0741
O 4.513501 -3.547412 -4.947341 -0.0357 0.0339 0.0798
H 4.033440 -3.659568 -7.559711 0.0257 -0.0199 0.0172
H 0.168405 -4.841017 -4.490289 -0.0142 -0.0262 -0.0258
H -0.146667 -4.893017 -8.062480 0.0114 -0.0191 -0.0552
H 4.352817 -3.625579 -3.987679 0.0118 -0.0525 0.0513
C -6.578524 -1.103554 0.564463 0.0847 -0.0716 -0.1470
C -7.180397 -0.394774 1.535316 -0.0299 -0.1542 -0.1556
C -6.408500 0.532474 2.443820 0.3689 0.0614 0.0209
O -7.032020 1.148542 3.280882 -0.1839 -0.0234 0.0026
C -4.965369 0.632939 2.268002 -0.0510 0.0995 0.0751
C -4.377039 -0.078602 1.302889 0.0634 0.1092 0.1810
C -5.153420 -0.980515 0.383396 -0.2710 -0.0895 0.0125
O -4.511843 -1.566213 -0.477586 0.0869 0.2023 0.0841
O -3.064537 -0.060491 1.062089 0.0414 0.0741 -0.0970
O -8.475019 -0.447739 1.769995 -0.0115 0.0737 0.0708
H -7.122954 -1.768594 -0.092315 -0.0323 0.0097 0.0263
H -4.417467 1.281679 2.936845 -0.0121 -0.0506 0.0367
H -2.934314 -0.689843 0.325956 -0.0313 -0.1257 -0.0103
H -8.651846 0.156128 2.517559 -0.0228 0.0230 0.0333
C 4.383722 5.203800 7.100652 -0.0986 -0.1548 -0.0438
C 5.093062 6.336672 7.225878 -0.1568 -0.1088 0.1128
C 6.168691 6.719183 6.239292 0.1606 -0.1728 -0.3193
O 6.745789 7.771709 6.420458 -0.0551 0.0913 0.1526
C 6.451189 5.813092 5.138643 0.0562 0.1393 0.0258
C 5.744234 4.682866 5.020102 0.1713 0.0808 -0.0960
C 4.654646 4.316467 5.993136 -0.1250 0.1868 0.3525
O 4.051071 3.274072 5.792334 0.0347 -0.1414 -0.2017
O 5.936290 3.800764 4.046966 -0.0655 -0.0302 -0.0001
O 4.911278 7.200662 8.206181 0.0518 0.0633 -0.0294
H 3.610105 4.920748 7.800232 0.0053 0.0249 0.0194
H 7.233460 6.087112 4.445304 -0.0018 -0.0193 -0.0126
H 5.293805 3.083737 4.202227 -0.0308 -0.0465 0.0154
H 5.549177 7.925957 8.057968 0.0317 0.0412 -0.0038
```
Positions in Å, forces in eV/Å.

* net charge: +1
* maximum force: 0.0234 hartree/bohr
* LUMO energy: -3.67 eV
* highest occupied orbital energy: -11.273 eV
* electronic energy: -3583.0806 Eh
* gap between HOMO and LUMO: 7.604 eV

Results of the Löwdin charge analysis, in e, for atoms 1 through 4:
1. C -0.0838
2. C -0.1359
3. B -0.4406
4. O 0.1850

***

[2]
ORCA calculation (the ωB97M-V functional and the def2-TZVPD basis) on a structure of composition C42H37BiClI2N10O3.

```
96
Properties=species:S:1:pos:R:3:forces:R:3
Bi -1.782065 0.126651 -0.629765 -0.0209 -0.0134 -0.0352
C 0.139702 3.853397 0.661674 -0.0622 0.0200 0.0114
N -0.083563 2.690319 1.516195 0.0242 -0.0174 -0.0016
C 1.113059 1.885003 1.744750 0.0011 0.0143 -0.0023
C 1.601627 1.290372 0.459706 -0.0338 -0.0108 -0.0223
N 0.915026 0.506638 -0.336786 0.0576 0.0025 0.0311
C 1.742041 0.289232 -1.437059 -0.0087 -0.0025 -0.0020
C 1.522541 -0.443202 -2.604468 -0.0021 0.0081 0.0086
C 2.532065 -0.463757 -3.544262 0.0045 0.0016 -0.0062
C 3.740279 0.224838 -3.344771 -0.0047 -0.0023 -0.0021
C 3.971063 0.954972 -2.196752 -0.0001 -0.0015 0.0131
C 2.949320 0.969745 -1.252229 0.0182 0.0013 -0.0189
N 2.822997 1.613755 -0.036612 0.0026 0.0042 -0.0061
C 0.007379 3.501323 -0.791597 0.0595 -0.0086 -0.0086
N -1.067019 2.996269 -1.332708 -0.0267 -0.0286 0.0068
C -0.734063 2.773826 -2.665538 0.0092 0.0050 -0.0119
C -1.490377 2.217722 -3.696797 -0.0079 0.0131 0.0138
C -0.883586 2.068199 -4.927920 0.0045 0.0047 -0.0105
C 0.445492 2.466793 -5.143078 0.0021 -0.0026 0.0016
C 1.204452 3.029423 -4.135954 0.0029 -0.0045 0.0034
C 0.585687 3.171110 -2.899725 -0.0066 0.0101 0.0049
N 1.027286 3.653976 -1.681057 -0.0229 -0.0128 0.0146
H 1.115972 4.327405 0.835973 0.0111 -0.0104 0.0030
H -0.624030 4.595414 0.896885 0.0084 0.0065 -0.0022
H -0.464128 2.984499 2.405855 -0.0023 0.0084 -0.0059
H 0.861551 1.084318 2.442406 -0.0028 -0.0122 0.0049
H 1.938761 2.461933 2.183823 -0.0023 0.0053 -0.0008
H 0.594383 -0.974235 -2.766829 0.0032 0.0080 -0.0051
H 2.390448 -1.016377 -4.463691 -0.0008 0.0004 0.0016
H 4.503289 0.183956 -4.110996 -0.0027 -0.0007 -0.0010
H 4.900935 1.486325 -2.039226 -0.0024 0.0001 0.0018
H 3.576846 1.989633 0.535765 0.0137 0.0016 0.0082
H -2.520079 1.925142 -3.532704 -0.0049 -0.0050 -0.0092
H -1.442878 1.642858 -5.750581 -0.0015 0.0001 0.0024
H 0.883111 2.333080 -6.123373 -0.0009 0.0001 0.0005
H 2.229041 3.334252 -4.303577 -0.0016 0.0001 0.0018
H 1.954344 3.974384 -1.461351 0.0057 0.0052 -0.0024
I -5.571375 -3.591098 -0.864804 -0.0051 0.0000 0.0001
C -5.833735 -1.591417 -0.355791 -0.0008 0.0172 0.0049
C -7.094386 -1.144338 0.085218 -0.0045 -0.0341 0.0004
C -7.304972 0.163417 0.417308 0.0306 0.0353 0.0004
I -9.203324 0.745633 1.052735 -0.0177 -0.0007 0.0034
C -6.238251 1.097422 0.328668 0.0077 -0.0067 -0.0005
C -6.333345 2.473777 0.634126 -0.0048 -0.0022 0.0076
C -5.240838 3.283578 0.505953 -0.0100 0.0124 -0.0006
C -4.021664 2.728950 0.084393 0.0194 -0.0198 -0.0207
N -3.896806 1.453735 -0.201427 -0.0305 0.0075 0.0219
C -4.977668 0.632457 -0.102169 -0.0004 0.0152 -0.0017
C -4.759600 -0.734651 -0.471529 -0.0004 0.0138 -0.0051
O -3.583517 -1.118410 -0.905179 0.0319 -0.0417 -0.0053
H -7.903949 -1.857721 0.156130 0.0001 0.0013 -0.0025
H -7.281326 2.876792 0.964707 0.0002 -0.0010 -0.0013
H -5.300944 4.340320 0.724453 0.0039 -0.0029 -0.0015
H -3.129941 3.330898 -0.039891 -0.0010 0.0042 0.0096
O 2.650884 -1.340241 4.480713 0.0093 0.0080 -0.0008
C 4.021579 -0.997759 4.428344 -0.0173 -0.0071 0.0048
N 4.252051 0.309986 3.866188 0.0076 0.0023 -0.0234
C 4.446252 0.612619 2.560885 -0.0075 -0.0163 0.0008
O 4.605014 1.775794 2.198944 -0.0053 0.0023 -0.0030
C 4.455154 -0.491039 1.550379 0.0059 -0.0083 0.0124
C 5.513063 -0.582837 0.652769 0.0039 0.0073 -0.0027
C 5.445676 -1.525762 -0.355573 0.0046 -0.0012 0.0060
C 4.302695 -2.308039 -0.456764 0.0021 0.0266 0.0020
N 3.277205 -2.215796 0.384885 -0.0155 -0.0871 0.0381
C 3.366803 -1.338312 1.379328 -0.0031 0.0015 -0.0004
H 2.278837 -1.081151 5.329506 0.0001 -0.0009 0.0050
H 4.509878 -1.738228 3.800334 0.0047 -0.0029 0.0008
H 4.470227 -1.028270 5.420738 0.0007 0.0061 0.0024
H 4.226607 1.115801 4.474581 0.0001 -0.0018 0.0075
H 6.364366 0.079770 0.748215 -0.0009 -0.0006 0.0021
H 6.250676 -1.641857 -1.067797 -0.0026 -0.0017 0.0019
H 4.202622 -3.034366 -1.255293 0.0024 -0.0003 0.0014
H 2.522302 -1.295119 2.059437 -0.0107 -0.0013 -0.0032
N -1.056217 -4.166888 -1.833346 0.0463 -0.0516 0.0211
C 0.046942 -4.131600 -1.008568 -0.1133 0.0697 0.0520
C 0.083367 -2.878550 -0.484272 -0.0434 -0.3953 -0.3725
N -0.982857 -2.155662 -0.996347 0.2488 0.1171 0.3144
C -1.647624 -2.965175 -1.794460 -0.0399 -0.0443 0.0317
H -1.392907 -4.960763 -2.350394 0.0086 -0.0054 -0.0052
H 0.675979 -4.988094 -0.845672 0.0104 0.0070 -0.0134
H 0.822682 -2.529701 0.213198 -0.0991 0.3935 -0.0590
H -2.564103 -2.724952 -2.305395 0.0009 0.0096 -0.0066
Cl -0.188877 -5.785863 3.138761 -0.0020 0.0022 -0.0022
C -0.710514 -4.176599 2.741530 -0.0098 -0.0107 -0.0006
C 0.107828 -3.100933 3.035898 0.0086 0.0069 -0.0037
C -0.307797 -1.824697 2.683857 0.0045 -0.0040 -0.0278
C -1.522884 -1.605208 2.040561 0.0080 0.0266 0.0190
C -1.930333 -0.240786 1.605295 -0.0535 0.0005 -0.0086
C -2.342276 -2.707500 1.790561 -0.0002 -0.0058 0.0119
C -1.942959 -3.987219 2.133438 0.0076 -0.0019 0.0046
H 1.058649 -3.253089 3.528793 -0.0011 -0.0014 -0.0015
H 0.337160 -0.985287 2.919397 0.0032 -0.0061 0.0002
H -1.344358 0.547710 2.069971 0.0115 0.0008 0.0272
H -2.985194 -0.050475 1.806364 -0.0035 -0.0182 -0.0241
H -3.296542 -2.565546 1.296736 0.0018 0.0011 0.0013
H -2.580325 -4.836854 1.927747 -0.0009 0.0008 0.0020
```
Positions in Å, forces in eV/Å.

* net charge: +1
* maximum force: 0.0106 hartree/bohr
* LUMO energy: -2.17 eV
* energy relative to the best compared isomer or geometry (same formula, charge and spin): 0.0 kcal per mole
* highest occupied orbital energy: -9.734 eV
* electronic energy: -3666.1460 Eh
* gap between HOMO and LUMO: 7.560 eV

Results of the Löwdin charge analysis, in e, for atoms 1 through 4:
1. Bi 1.8424
2. C -0.1253
3. N -0.0460
4. C -0.1306

***

Q: Which of these has the highest highest occupied orbital energy?
A: C42H37BiClI2N10O3

***

Q: Which of these has the highest maximum force?
A: C42H37BNO25

***

Q: The highest gap between HOMO and LUMO belongs to which entry?
A: C42H37BNO25